The following is a quantum chemistry calculation of a cluster of 2 separate species, C5H9NO3 in total, from OMol25.

DFT total energy	-476.18887	a.u.
Kohn-Sham gap	0.303	Ha
lowest unoccupied orbital energy	-0.44	eV
HOMO level	-8.7	eV
structure (SMILES)	C=C[N+](=O)[O-].C=COC
molar mass	131.1	g mol⁻¹

ORCA input file:
```
! RIJCOSX wB97M-V def2-TZVPD def2/J DEFGRID3
* xyz 0 1
C 1.6645 0.9643 1.5970
C -0.3432 1.5702 -2.4886
C 1.8059 -0.3474 1.4881
C -0.4445 0.4147 -1.7866
C -1.9318 -0.8286 -0.3094
N 0.7316 -1.1566 2.0764
O -0.1162 -0.5946 2.6907
O 0.8307 -2.3655 1.8481
O -1.2389 0.3197 -0.7250
H 0.9004 1.4184 2.1492
H 2.2648 1.6057 0.9576
H -0.6552 2.5607 -2.2399
H 0.1735 1.3457 -3.5156
H 2.6523 -0.9940 1.0702
H -0.1080 -0.5421 -2.1500
H -1.1958 -1.7208 -0.3570
H -2.7460 -0.9616 -1.0535
H -2.2441 -0.6881 0.7483
*
```

The following is a quantum chemistry calculation of a cluster of 2 separate species, C5H9NO3 in total, from OMol25.

DFT total energy	-476.31544	a.u.
Kohn-Sham gap	0.369	Ha
lowest unoccupied orbital energy	0.65	eV
HOMO level	-9.4	eV
structure (SMILES)	N[C@H](O)C(=O)O.C#CC
molar mass	131.1	g mol⁻¹

ORCA input file:
```
! RIJCOSX wB97M-V def2-TZVPD def2/J DEFGRID3
* xyz 0 1
C -2.3040 1.1564 0.4396
C -1.0121 1.5683 -0.0960
C -0.0965 2.2109 -0.5910
H -0.2177 -0.1476 -0.0596
H -2.1763 0.6091 1.3745
H -2.9200 2.0368 0.6371
H -2.8253 0.5177 -0.2753
H 0.5236 3.0556 -0.7387
H 1.2121 0.9210 -1.0465
C 1.0376 -1.4965 1.0532
C 0.7278 -0.7937 -0.2824
N 0.4045 -1.6772 -1.3644
O 1.9987 -0.9110 1.7648
O 0.4709 -2.4966 1.3979
O 1.7076 0.1120 -0.5945
H 2.3692 -0.1815 1.2344
H 1.2478 -2.0203 -1.8096
H -0.1479 -2.4634 -1.0436
*
```

The following is a quantum chemistry calculation of a cluster of 2 separate species, C5H9NO3S2 in total, from OMol25.

DFT total energy	-1272.62880	a.u.
Kohn-Sham gap (spin up / spin down)	0.235 / 0.276	Ha
lowest unoccupied orbital energy (spin up / spin down)	-1.03 / -0.53	eV
HOMO level (spin up / spin down)	-7.4 / -8.0	eV
molar mass	195.3	g mol⁻¹

ORCA input file:
```
! RIJCOSX wB97M-V def2-TZVPD def2/J DEFGRID3
* xyz 0 1
C 0.7405 0.7825 0.9769
C -0.7391 0.6734 -1.1183
C 0.2383 1.3809 -0.2778
C 0.5122 -3.0142 0.8929
C -1.5554 -1.7753 -0.3522
N 1.0828 2.4089 -0.8005
O 0.1555 -0.0736 1.6004
O 1.9159 1.2730 1.3810
O -1.7653 3.1245 -0.8115
S -0.3488 -2.8916 -0.6977
S -1.6364 1.8305 -0.1089
H -0.7072 0.7714 -2.1910
H -0.1205 -3.5489 1.5956
H 0.7129 -2.0112 1.2617
H 1.4350 -3.5604 0.7278
H -2.3217 -1.6334 -1.0863
H -1.6442 -1.3787 0.6402
H 0.7255 3.3282 -0.5355
H 1.1025 2.3865 -1.8160
H 2.2174 1.9275 0.7191
*
```

The following is a quantum chemistry calculation of a cluster of 2 separate species, C5H9NOS in total, from OMol25.

DFT total energy	-723.92377	a.u.
Kohn-Sham gap	0.302	Ha
lowest unoccupied orbital energy	-0.25	eV
HOMO level	-8.5	eV
molar mass	131.2	g mol⁻¹

ORCA input file:
```
! RIJCOSX wB97M-V def2-TZVPD def2/J DEFGRID3
* xyz 0 1
C 0.0546 1.0579 -0.3675
C -0.4103 -0.1847 -1.1177
C 0.5681 -1.3751 -0.8246
C 0.5766 -0.2809 1.4731
C -0.4943 0.6248 0.9790
H 1.6067 2.3410 -1.3037
H -0.3629 2.0637 -0.7399
H -0.5242 -0.1185 -2.2455
H 1.4350 -1.3732 -1.5495
H 0.0215 -2.3028 -1.1304
H 2.0125 -0.6795 0.1437
H 1.3114 0.7025 1.6978
H 0.2478 -0.6754 2.4874
H -0.7032 1.4020 1.6147
N 1.2989 -1.2876 0.4932
O 1.5138 1.3028 -0.4343
S -1.7510 -0.1138 0.0121
*
```

The following is a quantum chemistry calculation of an isolated molecule of C5H9NOS, from OMol25.

DFT total energy	-723.97385	a.u.
Kohn-Sham gap	0.314	Ha
lowest unoccupied orbital energy	0.69	eV
HOMO level	-7.9	eV
molar mass	131.2	g mol⁻¹

ORCA input file:
```
! RIJCOSX wB97M-V def2-TZVPD def2/J DEFGRID3
* xyz 0 1
C 0.8602 -1.1113 -0.1087
C 0.1091 1.7353 -0.4657
C 1.4615 1.6754 0.2616
C -1.0853 -0.2320 -0.3041
C -1.8250 -1.2149 0.5688
N 0.7845 -2.3111 -0.4278
O -0.9436 1.0434 0.1545
S 2.1882 -0.0586 0.3671
H -0.1037 2.8453 -0.4150
H 0.4359 1.2848 -1.4099
H 2.2369 2.3940 -0.3007
H 1.3969 1.9944 1.2977
H -1.0932 -0.4214 -1.3279
H -2.0091 -1.0336 1.6288
H -1.2350 -2.1885 0.4083
H -2.8031 -1.5343 0.2868
H 1.6249 -2.8669 -0.2140
*
```

The following is a quantum chemistry calculation of an isolated molecule of C5H9NOS, from OMol25.

DFT total energy	-723.95089	a.u.
Kohn-Sham gap	0.360	Ha
lowest unoccupied orbital energy	0.33	eV
HOMO level	-9.5	eV
structure (SMILES)	CCC[C@H]1N=C1SO
molar mass	131.2	g mol⁻¹

ORCA input file:
```
! RIJCOSX wB97M-V def2-TZVPD def2/J DEFGRID3
* xyz 0 1
C -0.2396 1.2199 1.4853
C 0.4516 -0.0535 1.5076
C -0.1861 -1.1340 -1.3064
C 1.3873 -0.3274 0.2866
C 0.6268 0.1024 -0.9792
N 0.7634 1.2855 2.1946
O -2.3643 0.9971 -0.2443
S -1.8789 2.1078 0.8481
H 0.0030 -0.7831 2.1085
H 0.4947 -1.8692 -1.7342
H -0.7483 -0.7785 -2.2045
H -0.8155 -1.3540 -0.5112
H 2.3093 0.2897 0.3528
H 1.5745 -1.3641 0.3257
H 0.0968 1.0905 -0.5760
H 1.2327 0.2870 -1.8019
H -2.7074 0.2840 0.2486
*
```

The following is a quantum chemistry calculation of an isolated molecule of C5H9NOS, from OMol25.

DFT total energy	-723.95978	a.u.
Kohn-Sham gap	0.320	Ha
lowest unoccupied orbital energy	0.17	eV
HOMO level	-8.5	eV
molar mass	131.2	g mol⁻¹

ORCA input file:
```
! RIJCOSX wB97M-V def2-TZVPD def2/J DEFGRID3
* xyz 0 1
C -0.7287 0.1684 -0.3039
C 0.2288 1.0566 -0.5371
C -2.1931 0.5622 -0.4456
C -3.1795 -0.3984 -0.9437
C 2.7984 1.1818 0.7393
N 1.9986 -1.1920 -0.6764
O -2.6079 1.6094 0.0352
S 2.0252 0.4975 -0.7704
H -0.6258 -0.8485 0.1559
H 0.0306 2.0323 -0.9397
H -4.2124 0.0340 -0.8227
H -3.1364 -1.3678 -0.2898
H -3.1063 -0.5170 -2.0611
H 3.0844 2.2608 0.5363
H 3.7558 0.6303 0.9808
H 2.0234 1.4263 1.5358
H 2.4597 -1.6236 -1.4437
*
```

The following is a quantum chemistry calculation of an isolated molecule of C5H9NOS, from OMol25.

DFT total energy	-723.91427	a.u.
Kohn-Sham gap (spin up / spin down)	0.291 / 0.286	Ha
<S²>	2.009
lowest unoccupied orbital energy (spin up / spin down)	1.04 / -2.11	eV
HOMO level (spin up / spin down)	-6.9 / -9.9	eV
molar mass	131.2	g mol⁻¹

ORCA input file:
```
! RIJCOSX wB97M-V def2-TZVPD def2/J DEFGRID3
* xyz 0 3
C -1.5891 -0.0975 1.2263
C 1.9274 -0.9355 -0.7268
C -1.4352 0.7904 -0.0465
C 1.0434 0.3904 -0.4858
C -0.4238 0.1154 -1.0208
N 1.6844 -1.8648 0.0274
O -0.7778 1.7815 2.7950
S -1.2586 0.3508 2.7915
H 2.6544 -1.0714 -1.5919
H -2.4493 1.0102 -0.4669
H -1.1787 1.8097 0.2197
H -1.7427 -1.0773 0.8962
H 0.9618 0.4946 0.5294
H 1.5127 1.3012 -0.9618
H -0.4790 0.7192 -1.8410
H -0.5974 -0.9486 -1.0870
H 2.1477 -2.7682 -0.2569
*
```